(1)
3 unconnected molecules or ions with the total composition C3H13NO3. Source: the Open Molecules 2025 dataset; level of theory: ωB97M-V/def2-TZVPD.

Properties
SMILES string: NCCCO.O.O
HOMO-LUMO gap (eV): 9.9
HOMO level (eV): -9.5
ΔE to the lowest compared entry with this formula, charge and spin (eV): 0.9573
LUMO energy (eV): 0.47

Geometry as ORCA input:
```
! wB97M-V def2-TZVPD RIJCOSX def2/J DEFGRID3
* xyz 0 1
N -0.264 3.139 -0.254
C -0.620 1.725 -0.100
C 0.548 0.778 0.200
C 0.121 -0.681 0.295
O 1.070 -1.584 -0.233
H 0.462 3.177 -0.978
H 0.313 3.364 0.560
H -1.378 1.666 0.688
H -1.144 1.330 -0.972
H 1.059 1.133 1.105
H 1.255 0.843 -0.629
H -0.790 -0.828 -0.276
H -0.159 -0.946 1.327
H 1.870 -1.476 0.306
O 2.046 -2.873 2.313
H 1.767 -3.198 3.179
H 2.948 -3.203 2.236
O -3.036 0.166 -2.396
H -2.512 0.009 -1.603
H -2.953 -0.685 -2.843
*
```

(2)
3 unconnected molecules or ions with the total composition CH9N2O2. Source: the Open Molecules 2025 dataset; level of theory: ωB97M-V/def2-TZVPD.

Properties
HOMO-LUMO gap (eV): 11.5
HOMO level (eV): -15.2
ΔE to the lowest compared entry with this formula, charge and spin (eV): 1.7009
LUMO energy (eV): -3.62

Geometry as ORCA input:
```
! wB97M-V def2-TZVPD RIJCOSX def2/J DEFGRID3
* xyz 1 1
N 0.533 -0.064 -0.994
C -0.044 1.067 -1.331
N -1.052 1.651 -0.613
H 1.060 -0.342 -0.067
H 1.050 -0.535 -1.857
H 0.212 1.620 -2.254
H -1.211 2.666 -0.931
H -1.391 1.348 0.327
H -0.838 -1.001 2.117
H -2.105 -0.784 1.358
O -1.129 -0.505 1.311
H 1.200 -2.309 0.566
H 1.848 -1.229 1.658
O 1.867 -1.584 0.710
*
```

(3)
A molecular structure, C13H11BrClNO2Zr. Source: the Open Molecules 2025 dataset; level of theory: ωB97M-V/def2-TZVPD.

Properties
HOMO-LUMO gap (spin up / spin down) (eV): 3.2 / 3.2
HOMO level (spin up / spin down) (eV): -14.4 / -14.4
ΔE to the lowest compared entry with this formula, charge and spin (eV): 3.8615
LUMO energy (spin up / spin down) (eV): -11.22 / -11.22

Geometry as ORCA input:
```
! wB97M-V def2-TZVPD RIJCOSX def2/J DEFGRID3
* xyz 2 1
Cl -4.410 -2.186 0.179
C 0.988 -1.197 -1.714
C 1.741 0.028 -1.636
C 0.875 1.105 -2.041
H 2.799 0.115 -1.405
C -0.413 0.548 -2.366
C -0.342 -0.877 -2.153
H -1.147 -1.575 -2.391
H 1.376 -2.200 -1.522
H 1.150 2.156 -2.173
C -1.591 1.300 -2.881
Zr 0.015 0.140 -0.002
C 1.807 0.629 1.304
C 0.191 -1.771 1.325
O 2.694 0.795 2.035
O 0.353 -2.593 2.126
H -1.593 2.331 -2.504
H -2.525 0.821 -2.562
H -1.591 1.346 -3.982
Br -1.355 2.091 5.506
C -1.772 2.113 3.656
C -2.767 2.944 3.146
C -3.026 2.923 1.773
C -2.272 2.102 0.945
N -1.256 1.357 1.444
C -1.015 1.321 2.787
H -3.315 3.597 3.816
H -3.805 3.546 1.333
H -2.459 2.026 -0.130
H -0.201 0.686 3.132
*
```

(4)
2 unconnected molecules or ions with the total composition C5H13ClSi. Source: the Open Molecules 2025 dataset; level of theory: ωB97M-V/def2-TZVPD.

Properties
HOMO-LUMO gap (spin up / spin down) (eV): 7.7 / 8.0
HOMO level (spin up / spin down) (eV): -7.5 / -8.2
ΔE to the lowest compared entry with this formula, charge and spin (eV): 4.6331
LUMO energy (spin up / spin down) (eV): 0.15 / -0.19

Geometry as ORCA input:
```
! wB97M-V def2-TZVPD RIJCOSX def2/J DEFGRID3
* xyz 0 1
C 2.304 1.512 -1.834
C -0.637 -1.802 2.111
C -3.351 -0.362 1.113
C 1.774 0.648 -0.704
C 0.394 1.111 -0.458
Si -1.563 -0.251 1.568
Cl -1.585 0.820 3.388
H 1.556 1.819 -2.492
H 2.736 2.459 -1.463
H 3.134 0.909 -2.435
H -1.148 -2.753 1.709
H 0.415 -1.710 1.897
H -0.603 -1.696 3.205
H -3.837 -0.907 0.330
H -3.977 -0.590 1.920
H -3.637 0.800 0.900
H 1.766 -0.467 -0.971
H 2.562 0.597 0.109
H -0.093 1.307 -1.392
H 0.174 2.007 0.054
*
```

(5)
7 unconnected molecules or ions with the total composition H14O7. Source: the Open Molecules 2025 dataset; level of theory: ωB97M-V/def2-TZVPD.

Properties
SMILES string: O.O.O.O.O.O.O
HOMO-LUMO gap (eV): 8.8
HOMO level (eV): -8.4
ΔE to the lowest compared entry with this formula, charge and spin (eV): 5.9910
LUMO energy (eV): 0.31

Geometry as ORCA input:
```
! wB97M-V def2-TZVPD RIJCOSX def2/J DEFGRID3
* xyz 0 1
O -0.620 0.621 0.059
H -0.962 -0.262 -0.122
H -0.770 1.103 -0.762
O -1.908 -2.520 -4.114
H -2.066 -1.572 -4.043
H -2.787 -2.910 -4.054
O 1.541 0.382 -2.637
H 1.126 1.081 -3.155
H 2.290 0.103 -3.176
O 1.125 2.131 -1.575
H 0.300 2.382 -2.007
H 1.687 2.908 -1.673
O -1.775 0.243 3.830
H -1.950 -0.023 4.740
H -2.100 1.149 3.784
O 2.073 -1.486 0.820
H 2.344 -1.529 1.744
H 1.756 -0.582 0.711
O -0.053 -0.379 3.605
H 0.428 0.337 4.034
H 0.322 -1.178 3.991
*
```

(6)
A molecular structure, C4H6CrO3. Source: the Open Molecules 2025 dataset; level of theory: ωB97M-V/def2-TZVPD.

Properties
HOMO-LUMO gap (spin up / spin down) (eV): 5.1 / 5.4
HOMO level (spin up / spin down) (eV): -6.4 / -6.7
ΔE to the lowest compared entry with this formula, charge and spin (eV): 0.7528
LUMO energy (spin up / spin down) (eV): -1.25 / -1.22

Geometry as ORCA input:
```
! wB97M-V def2-TZVPD RIJCOSX def2/J DEFGRID3
* xyz 0 5
O 1.033 0.893 -0.961
C 0.896 -0.346 -1.151
O 1.134 -0.715 0.963
C 0.125 -1.663 0.704
C -0.690 -0.975 -0.406
O -1.358 0.122 0.294
C -2.387 0.714 -0.469
Cr 0.326 1.107 1.027
H -0.473 -2.033 1.559
H 0.579 -2.572 0.264
H -1.427 -1.660 -0.854
H -2.573 1.717 -0.065
H -2.099 0.798 -1.529
H -3.307 0.113 -0.393
*
```